This record from the Open Molecules 2025 dataset describes a cluster of 2 separate species, C9H14O in total in a non-equilibrium geometry. The level of theory is the ωB97M-V functional and the def2-TZVPD basis.

Each line ends with the natural charge from an NBO analysis.
Atoms and positions in Å:
C (-2.556, -0.580, -0.744)  -0.634
C (-1.134, -0.198, -1.124)  -0.008
C (-0.050, -1.088, -1.227)  -0.220
C (1.221, -0.610, -1.612)  -0.209
C (1.387, 0.729, -1.911)  -0.237
C (0.304, 1.582, -1.846)  -0.191
C (-0.985, 1.113, -1.507)  -0.225
H (-2.883, -0.285, 0.255)  0.226
H (-2.643, -1.675, -0.939)  0.213
H (-3.245, -0.111, -1.485)  0.217
H (-0.232, -2.113, -1.005)  0.215
H (2.091, -1.256, -1.453)  0.218
H (2.295, 1.213, -2.302)  0.218
H (0.504, 2.648, -1.882)  0.207
H (-1.722, 1.855, -1.574)  0.210
C (1.436, -0.880, 1.897)  -0.627
C (0.643, 0.424, 2.102)  -0.069
O (0.007, 0.166, 3.373)  -0.742
H (0.773, -1.682, 2.305)  0.218
H (2.280, -0.963, 2.577)  0.207
H (1.705, -0.997, 0.880)  0.209
H (1.377, 1.227, 2.182)  0.165
H (-0.120, 0.530, 1.345)  0.173
H (-0.455, 0.951, 3.696)  0.466

Calculated values
- SMILES = Cc1ccccc1.CCO
- LUMO energy (eV) = 0.91
- E_HOMO (eV) = -9.22
- orbital gap (eV) = 10.1
- total energy (a.u.) = -426.534884
- energy above the lowest of the compared OMol25 structures with the same formula, charge and spin (kJ/mol) = 99.5
- 2S+1 = 1

=====

This record from the Open Molecules 2025 dataset describes a structure of composition C38H48CoF2N7O6PS. The level of theory is the ωB97M-V functional and the def2-TZVPD basis.

Each line ends with the Mulliken spin population.
Atoms and positions in Å:
Co (0.088, 1.125, 0.920)  1.073
N (1.915, 1.518, 0.172)  -0.044
C (2.166, 2.971, 0.222)  -0.003
C (3.471, 3.339, 0.918)  0.000
C (4.749, 2.911, 0.191)  0.000
C (5.215, 1.477, 0.448)  0.000
N (5.405, 1.235, 1.862)  0.000
C (4.873, 0.204, 2.576)  0.000
N (4.300, -0.856, 2.118)  0.000
N (5.005, 0.368, 3.943)  0.000
C (0.993, 3.704, 0.909)  0.003
O (0.968, 4.930, 0.822)  -0.001
O (0.127, 2.976, 1.507)  0.000
H (2.532, 1.007, 0.795)  -0.001
H (1.993, 1.154, -0.775)  0.001
H (2.205, 3.349, -0.802)  0.000
H (3.452, 2.930, 1.935)  0.001
H (3.467, 4.424, 1.021)  0.000
H (5.563, 3.585, 0.478)  0.000
H (4.627, 3.041, -0.889)  0.000
H (6.139, 1.284, -0.104)  0.000
H (4.479, 0.766, 0.074)  0.000
H (5.996, 1.874, 2.366)  0.000
H (4.400, -0.953, 1.115)  0.000
H (2.916, -1.246, 3.207)  0.001
H (4.830, 1.298, 4.289)  0.000
H (4.537, -0.349, 4.476)  0.000
F (-4.795, 2.150, 2.822)  0.000
C (-3.862, 1.247, 2.442)  -0.004
C (-2.625, 1.690, 2.029)  0.020
C (-1.657, 0.766, 1.639)  -0.090
C (-1.982, -0.603, 1.701)  -0.048
C (-3.248, -0.996, 2.119)  0.003
F (-3.580, -2.312, 2.156)  0.000
C (-4.216, -0.092, 2.495)  -0.001
C (-0.889, -1.500, 1.319)  0.032
C (-0.781, -2.852, 1.658)  0.002
C (0.368, -3.546, 1.337)  -0.002
C (1.388, -2.898, 0.653)  0.000
C (1.213, -1.564, 0.343)  0.000
N (0.120, -0.872, 0.670)  0.047
H (-2.407, 2.751, 2.039)  -0.001
H (-5.198, -0.412, 2.810)  0.000
H (-1.583, -3.327, 2.201)  0.000
H (0.473, -4.585, 1.625)  0.000
H (2.306, -3.402, 0.384)  0.000
H (1.977, -1.021, -0.197)  -0.003
C (-2.436, 2.905, -3.011)  0.002
P (-1.298, 3.236, -1.659)  0.008
C (-0.003, 4.272, -2.354)  0.000
C (-2.180, 4.254, -0.480)  -0.001
O (-0.772, 1.953, -1.068)  0.011
H (-2.875, 3.830, -3.385)  0.000
H (-3.220, 2.236, -2.656)  0.000
H (-1.896, 2.412, -3.822)  0.000
H (-0.438, 5.042, -2.994)  0.000
H (0.661, 3.642, -2.949)  0.000
H (0.552, 4.753, -1.547)  0.000
H (-2.488, 5.188, -0.954)  0.000
H (-1.518, 4.468, 0.361)  0.001
H (-3.059, 3.713, -0.130)  0.000
O (2.206, -1.282, 3.914)  0.003
C (1.360, -0.279, 3.685)  0.003
O (1.498, 0.466, 2.732)  0.000
C (0.238, -0.171, 4.644)  -0.001
C (-0.027, -1.177, 5.569)  -0.001
C (-1.115, -1.056, 6.417)  0.000
C (-1.931, 0.066, 6.341)  0.001
C (-1.661, 1.070, 5.422)  0.002
C (-0.576, 0.955, 4.568)  -0.005
H (0.613, -2.048, 5.610)  0.000
H (-1.332, -1.838, 7.133)  0.000
H (-2.785, 0.155, 7.001)  0.000
H (-2.304, 1.938, 5.359)  0.000
H (-0.361, 1.718, 3.829)  0.004
C (0.201, -5.263, -3.502)  0.000
C (-1.041, -4.442, -3.175)  0.000
C (-0.753, -3.287, -2.225)  0.000
N (0.192, -2.330, -2.796)  0.000
C (0.159, -0.995, -2.757)  0.001
S (1.555, -0.099, -3.036)  0.000
N (-1.033, -0.372, -2.473)  -0.002
C (-2.317, -0.667, -2.908)  0.001
O (-3.276, -0.199, -2.333)  0.000
C (-2.488, -1.469, -4.160)  0.000
C (-1.592, -1.387, -5.220)  0.000
C (-1.832, -2.105, -6.383)  0.000
C (-2.958, -2.911, -6.483)  0.000
C (-3.859, -2.983, -5.428)  0.000
C (-3.631, -2.253, -4.273)  0.000
H (-0.054, -6.132, -4.108)  0.000
H (0.689, -5.623, -2.593)  0.000
H (0.931, -4.684, -4.072)  0.000
H (-1.789, -5.080, -2.698)  0.000
H (-1.490, -4.059, -4.093)  0.000
H (-0.320, -3.673, -1.298)  0.000
H (-1.667, -2.768, -1.950)  0.000
H (1.107, -2.686, -3.028)  0.000
H (-0.952, 0.505, -1.918)  -0.006
H (-0.714, -0.756, -5.148)  0.000
H (-1.140, -2.034, -7.212)  0.000
H (-3.139, -3.476, -7.388)  0.000
H (-4.742, -3.603, -5.510)  0.000
H (-4.331, -2.277, -3.448)  0.000

Calculated values
- <S²> = 0.759
- LUMO energy (alpha / beta) (eV) = 0.20 / 0.21
- E_HOMO (alpha / beta) (eV) = -7.92 / -7.71
- orbital gap (alpha / beta) (eV) = 8.1 / 7.9
- total energy (a.u.) = -4633.854869
- energy above the lowest of the compared OMol25 structures with the same formula, charge and spin (kJ/mol) = 0.0
- 2S+1 = 2

=====

This record from the Open Molecules 2025 dataset describes a cluster of 5 separate species, C17H34ClIN2O8SSi in total. The level of theory is the ωB97M-V functional and the def2-TZVPD basis.

Each line ends with the natural charge from an NBO analysis.
Atoms and positions in Å:
N (2.505, 3.299, 1.188)  -1.294
Si (1.790, 1.801, 1.660)  1.561
Cl (3.274, 0.391, 1.810)  -0.361
I (0.575, 2.174, 3.707)  -0.103
N (0.658, 1.226, 0.401)  -0.820
C (1.097, 1.155, -0.716)  0.239
S (1.824, 0.904, -2.097)  -0.019
H (3.217, 3.196, 0.473)  0.400
H (1.778, 3.936, 0.877)  0.403
C (-0.945, 1.966, -4.849)  -0.638
C (-1.060, 2.660, -3.508)  -0.076
O (-1.289, 4.066, -3.651)  -0.506
C (-2.515, 4.600, -3.817)  0.797
C (-3.686, 3.691, -4.117)  -0.744
O (-2.638, 5.793, -3.777)  -0.571
H (-1.870, 2.038, -5.421)  0.206
H (-0.708, 0.911, -4.709)  0.221
H (-0.155, 2.427, -5.442)  0.219
H (-1.821, 2.206, -2.872)  0.173
H (-0.116, 2.576, -2.976)  0.207
H (-3.811, 3.633, -5.198)  0.244
H (-4.578, 4.136, -3.685)  0.244
H (-3.588, 2.685, -3.717)  0.217
C (-5.140, 4.414, 1.321)  -0.636
C (-4.555, 3.663, 2.500)  -0.069
O (-3.138, 3.825, 2.587)  -0.505
C (-2.548, 4.867, 3.205)  0.800
C (-3.383, 6.057, 3.619)  -0.744
O (-1.358, 4.846, 3.356)  -0.576
H (-4.991, 5.490, 1.415)  0.209
H (-6.210, 4.222, 1.241)  0.218
H (-4.657, 4.097, 0.397)  0.219
H (-5.034, 3.935, 3.442)  0.174
H (-4.707, 2.593, 2.369)  0.199
H (-3.348, 6.798, 2.821)  0.246
H (-2.940, 6.485, 4.514)  0.248
H (-4.421, 5.822, 3.842)  0.216
C (1.754, -5.773, 3.346)  -0.635
C (0.430, -5.041, 3.272)  -0.071
O (0.496, -3.750, 3.885)  -0.508
C (0.929, -2.652, 3.232)  0.799
C (1.602, -2.813, 1.889)  -0.749
O (0.804, -1.580, 3.758)  -0.572
H (2.534, -5.247, 2.796)  0.206
H (1.657, -6.776, 2.929)  0.219
H (2.081, -5.854, 4.383)  0.217
H (0.060, -4.966, 2.249)  0.182
H (-0.324, -5.583, 3.841)  0.196
H (2.681, -2.865, 2.036)  0.240
H (1.372, -1.936, 1.289)  0.246
H (1.272, -3.682, 1.325)  0.227
C (5.111, -4.877, -0.933)  -0.637
C (4.188, -6.003, -1.351)  -0.069
O (2.813, -5.679, -1.124)  -0.510
C (2.061, -4.993, -2.008)  0.799
C (2.729, -4.308, -3.179)  -0.747
O (0.883, -4.884, -1.805)  -0.572
H (4.939, -3.975, -1.521)  0.209
H (6.153, -5.174, -1.057)  0.221
H (4.942, -4.623, 0.114)  0.219
H (4.347, -6.305, -2.387)  0.176
H (4.374, -6.882, -0.736)  0.198
H (2.945, -3.278, -2.894)  0.248
H (2.018, -4.307, -4.001)  0.248
H (3.639, -4.779, -3.543)  0.218

Calculated values
- SMILES = N[Si@@](Cl)(I)N=C=S.CCOC(C)=O.CCOC(C)=O.CCOC(C)=O.CCOC(C)=O
- LUMO energy (eV) = 0.24
- E_HOMO (eV) = -9.13
- orbital gap (eV) = 9.4
- total energy (a.u.) = -2825.319399
- 2S+1 = 1

=====

This record from the Open Molecules 2025 dataset describes a structure of composition C22H22BrNO4PSSe2W in a non-equilibrium geometry. The level of theory is the ωB97M-V functional and the def2-TZVPD basis.

Each line ends with the natural charge from an NBO analysis.
Atoms and positions in Å:
W (-1.092, -1.278, 1.849)  0.639
C (5.617, 3.113, 0.515)  -0.626
C (4.693, 1.922, 0.556)  -0.019
C (4.494, 1.218, 1.738)  -0.209
C (3.606, 0.153, 1.794)  -0.208
C (2.914, -0.218, 0.653)  -0.241
C (3.100, 0.468, -0.540)  -0.207
C (3.988, 1.531, -0.580)  -0.213
S (1.744, -1.556, 0.683)  2.344
O (2.438, -2.742, 0.266)  -0.927
O (0.650, -1.033, -0.138)  -0.970
N (1.089, -1.601, 2.110)  -0.985
C (1.460, -2.564, 3.119)  -0.344
C (0.357, -2.479, 4.158)  0.800
O (0.520, -2.751, 5.321)  -0.598
O (-0.783, -2.044, 3.644)  -0.711
H (6.442, 2.998, 1.219)  0.214
H (5.078, 4.024, 0.785)  0.218
H (6.030, 3.257, -0.484)  0.213
H (5.031, 1.511, 2.633)  0.206
H (3.437, -0.375, 2.724)  0.227
H (2.535, 0.175, -1.415)  0.242
H (4.128, 2.075, -1.508)  0.206
H (2.413, -2.350, 3.602)  0.205
H (1.486, -3.584, 2.718)  0.233
Se (-3.306, -0.880, 2.464)  -0.044
P (-1.990, -0.334, -0.476)  0.903
Se (-1.151, -3.340, 0.772)  0.000
C (-3.613, -0.756, -1.141)  -0.300
C (-4.463, 0.230, -1.656)  -0.226
C (-5.717, -0.106, -2.143)  -0.225
C (-6.144, -1.428, -2.116)  -0.210
C (-5.320, -2.407, -1.580)  -0.199
C (-4.065, -2.075, -1.087)  -0.207
C (-1.287, 0.843, -1.631)  -0.423
C (-1.623, 0.898, -2.990)  -0.188
C (-1.003, 1.808, -3.831)  -0.223
C (-0.030, 2.671, -3.340)  -0.217
C (0.324, 2.614, -1.997)  -0.228
C (-0.295, 1.708, -1.151)  -0.121
H (-4.138, 1.263, -1.660)  0.216
H (-6.369, 0.668, -2.530)  0.207
H (-7.117, -1.690, -2.514)  0.206
H (-5.650, -3.438, -1.536)  0.217
H (-3.434, -2.846, -0.664)  0.246
H (-2.363, 0.216, -3.388)  0.221
H (-1.270, 1.834, -4.881)  0.208
H (0.453, 3.379, -4.003)  0.205
H (1.087, 3.276, -1.606)  0.209
H (-0.011, 1.658, -0.109)  0.225
Br (-1.861, -5.649, -0.241)  -0.377
C (-0.357, 0.751, 2.278)  -1.003
H (-1.084, 1.554, 2.163)  0.214
H (0.585, 1.053, 1.820)  0.200
H (-0.163, 0.660, 3.352)  0.225

Calculated values
- <S²> = 2.063
- LUMO energy (alpha / beta) (eV) = 2.10 / 0.88
- net charge = -1
- E_HOMO (alpha / beta) (eV) = -4.58 / -4.70
- orbital gap (alpha / beta) (eV) = 6.7 / 5.6
- total energy (a.u.) = -9390.827288
- energy above the lowest of the compared OMol25 structures with the same formula, charge and spin (kJ/mol) = 324.9
- 2S+1 = 3

=====

This record from the Open Molecules 2025 dataset describes a cluster of 3 separate species, C10H24BrIN4O3PS in total in a non-equilibrium geometry. The level of theory is the ωB97M-V functional and the def2-TZVPD basis.

Each line ends with the natural charge from an NBO analysis.
Atoms and positions in Å:
C (-3.193, -1.920, 0.932)  -0.619
C (-2.772, -0.565, 0.354)  -0.533
S (-2.184, -0.638, -1.370)  0.247
C (-0.443, -0.228, -1.116)  -0.896
P (0.487, -1.589, -0.370)  1.336
C (2.216, -1.101, -0.244)  -0.928
C (2.961, -1.946, 0.752)  0.541
O (2.470, -2.626, 1.556)  -0.494
Br (4.859, -1.644, 0.716)  0.011
C (0.161, -3.212, -1.088)  -0.788
C (0.834, -3.609, -2.409)  -0.301
C (0.670, -2.607, -3.557)  -0.646
I (2.894, -4.144, -2.099)  0.110
H (-3.497, -1.786, 1.980)  0.229
H (-4.042, -2.343, 0.384)  0.224
H (-2.372, -2.654, 0.931)  0.188
H (-2.016, -0.056, 0.964)  0.236
H (-3.630, 0.116, 0.325)  0.254
H (-0.365, 0.618, -0.411)  0.310
H (0.018, 0.091, -2.057)  0.275
H (0.023, -1.668, 0.941)  0.047
H (2.714, -1.088, -1.220)  0.299
H (2.203, -0.061, 0.152)  0.356
H (0.376, -3.951, -0.301)  0.287
H (-0.935, -3.211, -1.238)  0.290
H (0.375, -4.562, -2.701)  0.246
H (1.431, -2.770, -4.331)  0.248
H (0.767, -1.566, -3.229)  0.192
H (-0.312, -2.745, -4.035)  0.240
C (2.569, 2.583, 0.808)  0.787
O (1.708, 1.701, 0.783)  -0.728
N (3.848, 2.333, 1.193)  -0.831
N (2.284, 3.857, 0.449)  -0.825
H (4.564, 3.036, 1.210)  0.402
H (4.079, 1.397, 1.480)  0.412
H (1.342, 4.063, 0.171)  0.417
H (2.960, 4.598, 0.469)  0.400
C (-2.775, 3.336, 1.600)  0.779
O (-2.519, 2.383, 0.874)  -0.703
N (-2.024, 3.635, 2.698)  -0.843
N (-3.828, 4.164, 1.360)  -0.838
H (-2.217, 4.410, 3.304)  0.394
H (-1.235, 3.047, 2.895)  0.409
H (-4.394, 3.971, 0.555)  0.412
H (-4.058, 4.949, 1.940)  0.395

Calculated values
- LUMO energy (eV) = -2.17
- net charge = +1
- E_HOMO (eV) = -11.76
- orbital gap (eV) = 9.6
- total energy (a.u.) = -4451.302196
- 2S+1 = 1

=====

This record from the Open Molecules 2025 dataset describes a structure of composition C22H23B2F4LuN7O6S in a non-equilibrium geometry. The level of theory is the ωB97M-V functional and the def2-TZVPD basis.

Each line ends with the natural charge from an NBO analysis.
Atoms and positions in Å:
Lu (10.577, 9.472, 10.094)  2.068
C (6.256, 8.561, 11.401)  -0.696
C (7.517, 9.081, 10.734)  0.293
N (8.740, 8.720, 11.104)  -0.261
O (8.753, 7.602, 11.932)  -0.536
B (9.904, 6.751, 11.592)  1.307
F (10.199, 5.751, 12.484)  -0.486
F (11.087, 7.819, 11.657)  -0.584
O (9.968, 6.302, 10.183)  -0.532
N (10.101, 7.412, 9.351)  -0.237
C (9.865, 7.101, 8.071)  0.262
C (9.100, 5.909, 7.628)  -0.691
C (10.154, 8.242, 7.233)  0.309
N (10.676, 9.241, 7.884)  -0.296
O (10.676, 10.479, 7.169)  -0.549
B (10.315, 11.642, 8.014)  1.279
F (10.529, 12.803, 7.332)  -0.493
F (11.169, 11.569, 9.188)  -0.541
O (8.844, 11.595, 8.528)  -0.525
N (8.691, 10.558, 9.461)  -0.258
C (7.511, 10.216, 9.836)  0.234
C (6.297, 10.710, 9.239)  -0.698
C (9.683, 8.349, 5.826)  -0.694
H (6.475, 8.122, 12.394)  0.285
H (5.461, 9.337, 11.398)  0.247
H (5.883, 7.667, 10.780)  0.262
H (9.292, 5.152, 8.424)  0.289
H (8.043, 6.189, 7.710)  0.254
H (9.340, 5.642, 6.604)  0.249
H (6.548, 11.507, 8.539)  0.279
H (5.677, 9.881, 8.766)  0.261
H (5.614, 11.114, 10.060)  0.259
H (10.002, 9.323, 5.403)  0.290
H (9.893, 7.453, 5.268)  0.254
H (8.571, 8.338, 5.892)  0.253
S (12.949, 9.576, 15.109)  0.479
C (11.860, 10.692, 15.922)  -0.358
C (11.447, 11.689, 15.111)  -0.277
C (11.880, 11.487, 13.776)  0.261
C (12.631, 10.381, 13.599)  -0.278
C (13.404, 10.088, 12.366)  0.228
C (14.798, 10.029, 12.578)  -0.198
C (15.746, 10.055, 11.579)  -0.116
C (15.232, 9.871, 10.291)  -0.233
C (13.829, 9.759, 10.133)  0.045
N (12.902, 9.960, 11.099)  -0.555
H (11.568, 10.533, 16.981)  0.260
H (10.797, 12.554, 15.390)  0.245
H (15.119, 10.126, 13.603)  0.236
H (16.823, 10.205, 11.792)  0.256
H (15.824, 9.856, 9.371)  0.243
H (13.405, 9.594, 9.121)  0.196
C (10.372, 14.060, 11.094)  -0.402
N (11.826, 13.969, 11.274)  -0.397
C (12.680, 14.823, 10.467)  0.011
C (13.993, 14.784, 10.766)  -0.301
C (14.531, 13.815, 11.751)  0.588
O (15.769, 13.796, 11.931)  -0.599
N (13.648, 13.139, 12.514)  -0.585
C (12.391, 13.208, 12.182)  0.750
O (11.534, 12.335, 12.720)  -0.496
H (10.135, 15.025, 10.704)  0.222
H (9.854, 14.003, 12.073)  0.225
H (10.042, 13.248, 10.398)  0.210
H (12.227, 15.462, 9.724)  0.233
H (14.714, 15.352, 10.142)  0.250

Calculated values
- LUMO energy (eV) = -5.06
- net charge = +1
- E_HOMO (eV) = -11.02
- orbital gap (eV) = 6.0
- total energy (a.u.) = -3769.857551
- energy above the lowest of the compared OMol25 structures with the same formula, charge and spin (kJ/mol) = 153.1
- 2S+1 = 1